Below is C14H18N2O4S in the gas phase, with properties calculated with ωB97M-V/def2-TZVPD.

```
39
Properties=species:S:1:pos:R:3:forces:R:3
C -5.6140 -1.4082 2.3420 -0.040 0.214 -0.114
C -5.1799 -0.2403 1.4652 0.194 -0.243 0.083
C -3.7318 -0.3943 1.0062 -0.264 0.264 -0.039
C -3.2965 0.7784 0.1171 -0.015 -0.273 -0.040
C -1.8645 0.5980 -0.3177 -0.319 0.181 -0.038
O -1.5427 0.2245 -1.4308 -0.070 -0.143 -0.242
N -0.9566 0.8688 0.6669 0.001 -0.033 0.051
C 0.4343 0.7906 0.6149 0.279 0.177 0.045
S 1.2618 1.3513 1.9230 0.196 0.165 0.365
N 0.9528 0.3013 -0.5178 -0.783 -0.150 -0.279
C 2.3126 0.0802 -0.8032 0.386 0.115 -0.172
C 3.1270 -0.5236 0.1452 0.307 -0.166 -0.117
C 4.4507 -0.8311 -0.1383 -0.332 0.120 -0.122
C 5.3272 -1.4711 0.8624 0.515 -0.180 0.014
O 6.4918 -1.7329 0.6849 -0.032 0.033 -0.046
O 4.7048 -1.7523 2.0177 -0.418 -0.002 0.368
C 4.9646 -0.5477 -1.4035 -0.070 -0.004 0.162
C 4.1668 0.0557 -2.3458 -0.133 0.014 0.001
C 2.8406 0.4012 -2.0672 0.170 -0.025 0.275
O 2.1837 0.9987 -3.0933 0.115 -0.384 0.067
C 1.1311 1.9179 -2.8619 -0.241 0.367 -0.081
H -6.6461 -1.2825 2.6589 -0.092 -0.071 0.078
H -5.5341 -2.3455 1.7962 -0.007 -0.133 -0.014
H -4.9883 -1.4743 3.2293 0.041 -0.052 0.110
H -5.2855 0.6926 2.0237 -0.032 0.074 -0.055
H -5.8313 -0.1797 0.5912 -0.024 0.092 -0.032
H -3.0813 -0.4583 1.8819 0.029 -0.074 0.016
H -3.6260 -1.3248 0.4448 0.067 -0.050 0.023
H -3.9224 0.8110 -0.7754 0.101 0.068 0.014
H -3.4073 1.7179 0.6620 -0.008 0.047 -0.006
H -1.2951 1.2172 1.5554 0.131 -0.048 -0.171
H 0.2691 0.0763 -1.2437 0.083 0.008 0.232
H 2.7207 -0.7701 1.1122 -0.051 -0.002 0.000
H 5.3333 -2.1550 2.6365 0.087 0.085 -0.301
H 5.9909 -0.7998 -1.6187 0.091 -0.011 -0.034
H 4.5441 0.2945 -3.3275 0.042 0.039 -0.098
H 1.1673 2.6165 -3.6989 -0.021 -0.037 0.084
H 0.1539 1.4273 -2.8621 0.109 0.045 0.040
H 1.2742 2.4718 -1.9319 0.008 -0.027 -0.023
```
Forces are in eV/Å.

Its HOMO energy is -0.3125 Eh. The value obtained for the gap between HOMO and LUMO is 8.85 eV. Its structure (SMILES) is CCCCC(=O)NC(=S)Nc1cc(C(=O)O)ccc1OC. Its LUMO energy is 0.349 eV.



Below is C14H18N4O2S2 in the gas phase at a distorted geometry, with properties calculated with ωB97M-V/def2-TZVPD.

```
40
Properties=species:S:1:pos:R:3:forces:R:3
C -2.3670 -2.3027 -1.6430 0.070 -0.127 -0.091
C -3.5830 -1.7978 -1.7465 -0.102 -0.066 -0.089
C -4.5268 -1.7091 -0.6026 0.137 0.333 0.210
S -4.6299 0.0375 -0.0358 -0.485 -0.076 -0.112
C -3.0411 0.1569 0.6458 -0.003 0.110 0.058
N -2.3315 -0.8369 1.1087 -0.811 -0.337 -0.202
N -1.1585 -0.3330 1.5182 0.979 0.442 0.439
C -1.1711 0.9543 1.3103 -0.317 -0.080 0.397
C -0.0434 1.8744 1.6036 -0.071 -0.311 0.289
N 0.3652 2.5529 0.3885 0.156 -0.223 -0.811
S 0.6768 1.6335 -0.9876 0.077 0.535 0.019
O 1.2069 2.5791 -1.9254 0.343 -0.035 0.197
O -0.5264 0.9367 -1.3249 0.200 -0.270 0.209
C 1.9554 0.4835 -0.5126 -0.475 0.397 -0.255
C 1.6299 -0.7355 0.0493 -0.128 -0.194 -0.007
C 2.6507 -1.5878 0.4330 0.046 0.136 -0.056
C 3.9848 -1.2318 0.2556 -0.071 0.045 0.015
C 5.0769 -2.1749 0.6544 -0.004 -0.035 -0.050
C 4.2834 0.0011 -0.3167 -0.116 0.015 0.023
C 3.2704 0.8621 -0.7000 0.173 0.125 -0.060
N -2.3642 1.3336 0.7694 0.149 -0.796 0.303
C -2.7615 2.6362 0.3252 -0.037 0.462 -0.216
H -1.6884 -2.3193 -2.4779 0.098 0.036 -0.217
H -2.0062 -2.7046 -0.7113 0.016 -0.061 0.192
H -3.9325 -1.3649 -2.6744 0.037 0.033 -0.139
H -5.5482 -1.9673 -0.8806 0.007 -0.008 0.087
H -4.1928 -2.2892 0.2549 -0.115 -0.100 -0.072
H 0.7632 1.2747 2.0485 -0.180 0.072 0.017
H -0.3592 2.6362 2.3262 0.125 -0.050 -0.093
H 1.1082 3.2207 0.5252 0.143 0.147 -0.071
H 0.5944 -1.0001 0.1923 -0.061 -0.095 0.031
H 2.4078 -2.5415 0.8768 -0.041 -0.109 0.060
H 4.8275 -2.6835 1.5827 0.039 -0.051 0.065
H 6.0212 -1.6511 0.7778 0.081 -0.012 0.031
H 5.2077 -2.9342 -0.1167 0.065 -0.076 -0.011
H 5.3145 0.2870 -0.4640 0.098 0.028 -0.015
H 3.4773 1.8167 -1.1578 0.123 0.086 -0.060
H -3.7545 2.5645 -0.1162 0.078 0.075 0.026
H -2.0497 2.9935 -0.4204 -0.174 0.031 0.036
H -2.7860 3.3300 1.1679 -0.051 0.003 -0.075
```
Forces are in eV/Å.

Its HOMO energy is -0.3072 Eh. The value obtained for the gap between HOMO and LUMO is 8.86 eV. Its structure (SMILES) is C=CCSc1nnc(CNS(=O)(=O)c2ccc(C)cc2)n1C. Its LUMO energy is 0.498 eV.



Repeat the second record exactly.
Below is C14H18N4O2S2 in the gas phase at a distorted geometry, with properties calculated with ωB97M-V/def2-TZVPD.

```
40
Properties=species:S:1:pos:R:3:forces:R:3
C -2.3670 -2.3027 -1.6430 0.070 -0.127 -0.091
C -3.5830 -1.7978 -1.7465 -0.102 -0.066 -0.089
C -4.5268 -1.7091 -0.6026 0.137 0.333 0.210
S -4.6299 0.0375 -0.0358 -0.485 -0.076 -0.112
C -3.0411 0.1569 0.6458 -0.003 0.110 0.058
N -2.3315 -0.8369 1.1087 -0.811 -0.337 -0.202
N -1.1585 -0.3330 1.5182 0.979 0.442 0.439
C -1.1711 0.9543 1.3103 -0.317 -0.080 0.397
C -0.0434 1.8744 1.6036 -0.071 -0.311 0.289
N 0.3652 2.5529 0.3885 0.156 -0.223 -0.811
S 0.6768 1.6335 -0.9876 0.077 0.535 0.019
O 1.2069 2.5791 -1.9254 0.343 -0.035 0.197
O -0.5264 0.9367 -1.3249 0.200 -0.270 0.209
C 1.9554 0.4835 -0.5126 -0.475 0.397 -0.255
C 1.6299 -0.7355 0.0493 -0.128 -0.194 -0.007
C 2.6507 -1.5878 0.4330 0.046 0.136 -0.056
C 3.9848 -1.2318 0.2556 -0.071 0.045 0.015
C 5.0769 -2.1749 0.6544 -0.004 -0.035 -0.050
C 4.2834 0.0011 -0.3167 -0.116 0.015 0.023
C 3.2704 0.8621 -0.7000 0.173 0.125 -0.060
N -2.3642 1.3336 0.7694 0.149 -0.796 0.303
C -2.7615 2.6362 0.3252 -0.037 0.462 -0.216
H -1.6884 -2.3193 -2.4779 0.098 0.036 -0.217
H -2.0062 -2.7046 -0.7113 0.016 -0.061 0.192
H -3.9325 -1.3649 -2.6744 0.037 0.033 -0.139
H -5.5482 -1.9673 -0.8806 0.007 -0.008 0.087
H -4.1928 -2.2892 0.2549 -0.115 -0.100 -0.072
H 0.7632 1.2747 2.0485 -0.180 0.072 0.017
H -0.3592 2.6362 2.3262 0.125 -0.050 -0.093
H 1.1082 3.2207 0.5252 0.143 0.147 -0.071
H 0.5944 -1.0001 0.1923 -0.061 -0.095 0.031
H 2.4078 -2.5415 0.8768 -0.041 -0.109 0.060
H 4.8275 -2.6835 1.5827 0.039 -0.051 0.065
H 6.0212 -1.6511 0.7778 0.081 -0.012 0.031
H 5.2077 -2.9342 -0.1167 0.065 -0.076 -0.011
H 5.3145 0.2870 -0.4640 0.098 0.028 -0.015
H 3.4773 1.8167 -1.1578 0.123 0.086 -0.060
H -3.7545 2.5645 -0.1162 0.078 0.075 0.026
H -2.0497 2.9935 -0.4204 -0.174 0.031 0.036
H -2.7860 3.3300 1.1679 -0.051 0.003 -0.075
```
Forces are in eV/Å.

Its HOMO energy is -0.3072 Eh. The value obtained for the gap between HOMO and LUMO is 8.86 eV. Its structure (SMILES) is C=CCSc1nnc(CNS(=O)(=O)c2ccc(C)cc2)n1C. Its LUMO energy is 0.498 eV.